Entry from the OMol25 dataset: a single C19H24N2O4 molecule in a non-equilibrium geometry (ωB97M-V/def2-TZVPD).

The geometry in XYZ format:
```
49
Properties=species:S:1:pos:R:3:forces:R:3
C 2.97603 -1.02549 -1.94547 0.04 0.05 -0.09
C -3.32161 0.53626 2.32993 -0.11 0.38 -0.27
C -1.70130 3.47661 0.84944 -0.06 -0.27 -0.26
H -3.66979 0.26954 3.32414 -0.02 -0.05 0.14
H -1.89964 1.41707 0.20996 -0.04 0.06 -0.06
H -1.19906 -1.82309 2.98007 0.05 0.16 0.19
H -5.07391 1.74787 1.98757 0.12 0.05 0.11
H 0.59562 2.10611 0.95381 0.07 -0.06 -0.22
H -2.32542 4.37143 0.87355 -0.02 0.03 0.07
H 2.36956 -4.24493 -2.80188 -0.03 -0.07 -0.04
O 0.40572 0.27445 1.67052 0.01 -0.14 0.27
C -0.65865 -1.67820 0.87249 -0.40 -0.22 1.22
H 3.18713 1.08895 -2.25119 -0.07 0.02 -0.06
C -1.69284 -3.46393 0.21124 -0.40 -0.41 0.58
O 0.65331 2.54482 -2.15827 -0.09 0.07 -0.45
C 2.39773 0.35234 -2.09534 -0.11 0.00 0.23
H -3.58469 -0.26293 1.64058 -0.01 -0.11 -0.05
H 1.48265 -1.98143 -3.14856 -0.09 0.04 -0.08
H 4.38312 -4.58789 -1.41674 0.03 -0.08 0.01
C 0.17627 -0.47996 0.73189 0.03 -0.03 -0.41
H 0.12771 4.60914 0.69282 -0.08 0.00 -0.14
H -2.49618 -4.05415 2.15132 -0.13 -0.19 0.06
H 2.28899 0.86209 0.02084 -0.06 -0.04 -0.13
H -1.49085 3.17157 1.87687 -0.04 0.07 0.11
H -0.55250 4.12010 -0.87809 0.03 0.04 0.13
C -1.25019 -2.21681 1.98662 0.49 0.51 -0.65
H 0.40585 -0.93439 -1.23926 -0.01 -0.06 0.13
H -2.23892 0.63246 2.35920 0.14 -0.05 0.03
C 4.61665 -2.50371 -0.98297 0.07 -0.01 0.07
C -0.38151 3.80277 0.15344 -0.16 0.21 0.03
H 4.60463 -0.38282 -0.71631 0.06 0.11 0.05
O -0.93114 -2.44721 -0.21067 0.25 0.27 -0.33
C -3.98791 1.84133 1.90011 -0.08 -0.12 0.17
C 1.61776 0.75004 -0.83974 -0.03 0.32 -0.11
C 2.35742 -2.12453 -2.52825 0.07 0.05 -0.02
N 0.65711 -0.28475 -0.50972 -0.03 -0.03 -0.24
H 5.50152 -2.64793 -0.38062 0.07 -0.01 0.05
H -2.54085 2.60738 -0.94107 0.13 -0.05 0.05
C 0.86447 2.08331 -1.05679 0.48 -0.37 0.33
C -2.45711 2.35961 0.12071 0.17 0.14 0.00
H -2.00908 -4.17679 -0.52483 0.01 -0.03 -0.17
O -3.79115 2.18807 0.54401 -0.12 0.00 -0.04
H -3.66072 2.65834 2.55849 -0.07 -0.04 -0.04
C 3.98974 -3.59314 -1.56451 0.02 -0.10 0.00
C -1.92237 -3.37838 1.55174 0.02 -0.14 -0.54
C 2.86039 -3.40040 -2.34044 -0.03 -0.11 0.00
C 4.11175 -1.23011 -1.17131 -0.03 -0.02 -0.04
N 0.48610 2.64771 0.10022 -0.10 0.19 0.42
H 1.72016 0.40361 -2.94956 0.06 0.06 -0.01
```
Forces are in eV/Å.

Summary:
ΔE to the lowest compared entry with this formula, charge and spin = 135.6 kJ/mol
Gap between HOMO and LUMO = 9.74 eV
Structure (SMILES) = CCOCCCNC(=O)[C@H](Cc1ccccc1)NC(=O)c1ccco1
E = -1148.90079 hartree